The following is a DFT calculation (wB97M-V/def2-TZVPD) of a structure of composition C36H58N2O7S6SiSr in a non-equilibrium geometry.

Positions of all 111 atoms, in Å:
Sr: 0.5892 -0.4184 0.5596
C: 2.5817 -4.0472 -0.1094
N: 2.5628 -3.1015 0.9931
C: 3.8811 -2.5178 1.1821
C: 2.0874 -3.7167 2.2117
C: 0.5998 -4.0401 2.1624
N: -0.2191 -2.8413 2.0750
C: -1.5482 -3.1421 1.5489
C: -0.3403 -2.2262 3.3842
H: 3.1807 -4.9447 0.1402
H: 2.9979 -3.5608 -0.9872
H: 1.5701 -4.3551 -0.3730
H: 4.6303 -3.2805 1.4706
H: 3.8393 -1.7506 1.9557
H: 4.1998 -2.0394 0.2562
H: 2.2779 -3.0222 3.0351
H: 2.6419 -4.6516 2.4311
H: 0.3438 -4.6194 3.0667
H: 0.3844 -4.6717 1.3007
H: -2.1452 -2.2322 1.4944
H: -2.0800 -3.8743 2.1813
H: -1.4765 -3.5216 0.5313
H: -0.7414 -2.9339 4.1329
H: -1.0203 -1.3780 3.3316
H: 0.6261 -1.8688 3.7360
C: 0.7256 2.2386 -2.0876
C: -0.7192 2.0704 -2.5568
C: -1.5866 3.1409 -1.8815
C: -0.7696 2.2263 -4.0795
O: -1.1233 0.7627 -2.1541
Si: -2.4361 -0.1539 -2.5916
S: -2.5606 -1.7779 -1.3672
O: -3.6869 0.9463 -2.5083
C: -5.0343 0.8741 -2.9255
C: -5.6229 -0.5326 -2.7987
C: -5.8130 1.8344 -2.0216
C: -5.1307 1.3467 -4.3823
O: -2.4515 -0.4569 -4.2342
C: -2.0025 -1.5493 -5.0268
C: -3.0564 -2.6624 -4.9912
C: -0.6534 -2.0908 -4.5756
C: -1.8817 -1.0013 -6.4511
H: 1.1190 3.2073 -2.4004
H: 1.3485 1.4435 -2.5007
H: 0.7778 2.1731 -0.9975
H: -1.1883 4.1386 -2.0822
H: -1.5965 2.9654 -0.8026
H: -2.6096 3.0761 -2.2425
H: -0.4241 3.2217 -4.3684
H: -1.7869 2.0805 -4.4443
H: -0.1256 1.4753 -4.5408
H: -5.4421 -0.9224 -1.7973
H: -5.1341 -1.2084 -3.5014
H: -6.6967 -0.5103 -3.0028
H: -5.6954 1.5272 -0.9811
H: -6.8745 1.8402 -2.2808
H: -5.4115 2.8447 -2.1256
H: -4.4778 0.7254 -4.9950
H: -4.7911 2.3828 -4.4574
H: -6.1574 1.2785 -4.7518
H: -3.1912 -2.9794 -3.9560
H: -2.7386 -3.5175 -5.5933
H: -4.0085 -2.2875 -5.3786
H: -0.7317 -2.5177 -3.5764
H: 0.0906 -1.2963 -4.5315
H: -0.3093 -2.8636 -5.2677
H: -2.8386 -0.5782 -6.7683
H: -1.5900 -1.7918 -7.1459
H: -1.1319 -0.2083 -6.4772
O: 6.6124 0.0106 -4.1810
C: 5.6667 -0.0416 -3.4173
S: 4.2286 -1.0169 -3.6710
C: 3.3496 -0.5966 -2.1890
C: 3.9709 0.2730 -1.3598
S: 3.3994 0.8959 0.1496
S: 5.5670 0.8389 -1.8971
S: 1.7920 -1.3459 -2.0397
O: 1.1542 0.5724 2.5508
S: 0.0720 1.0369 3.4608
C: -0.2200 2.8177 3.0139
C: 0.8773 3.7673 3.3319
C: 0.7658 4.6653 4.3931
C: 1.8085 5.5229 4.7089
C: 2.9804 5.4916 3.9652
C: 3.1015 4.5992 2.9085
C: 2.0579 3.7454 2.5869
C: 1.0714 1.2927 5.0981
C: 2.1543 0.2772 5.1587
C: 3.3255 0.4600 4.4199
C: 4.2972 -0.5247 4.3740
C: 4.1276 -1.7097 5.0788
C: 2.9807 -1.8942 5.8373
C: 2.0008 -0.9125 5.8686
H: -1.1681 3.0580 3.4951
H: -0.3754 2.7437 1.9394
H: -0.1498 4.6825 4.9740
H: 1.7119 6.2132 5.5385
H: 3.7983 6.1600 4.2056
H: 4.0141 4.5649 2.3262
H: 2.1614 3.0433 1.7645
H: 0.3375 1.1640 5.8943
H: 1.4719 2.3006 5.1168
H: 3.4556 1.3713 3.8503
H: 5.1780 -0.3765 3.7618
H: 4.8791 -2.4883 5.0319
H: 2.8357 -2.8176 6.3865
H: 1.0947 -1.0708 6.4446
O: -3.1403 1.3090 2.7399
C: -2.6235 0.7725 1.7595
O: -1.3629 0.6241 1.5596
H: -3.2647 0.3634 0.9512

Summary:
E (Ha): -4752.520096
HOMO (eV): -1.064
Gap between HOMO and LUMO (eV): 4.8
Charge: -2

Löwdin atomic charge list, values in e, 99 entries: Sr 1.14; C -0.13; N -0.27; C -0.11; C -0.21; C -0.20; N -0.29; C -0.14; C -0.12; H 0.08; H 0.04; H 0.08; H 0.09; H 0.05; H 0.07; H 0.10; H 0.12; H 0.12; H 0.11; H 0.05; H 0.09; H 0.04; H 0.10; H 0.06; H 0.06; C -0.05; C -0.63; C -0.03; C -0.03; O -0.19; Si -0.20; S 0.29; O -0.17; C -0.66; C -0.05; C -0.04; C -0.03; O -0.17; C -0.66; C -0.05; C -0.07; C -0.04; H 0.09; H 0.06; H 0.05; H 0.08; H 0.08; H 0.06; H 0.08; H 0.07; H 0.09; H 0.06; H 0.06; H 0.08; H 0.09; H 0.07; H 0.08; H 0.07; H 0.08; H 0.08; H 0.05; H 0.08; H 0.07; H 0.04; H 0.06; H 0.08; H 0.07; H 0.08; H 0.08; O -0.14; C -1.09; S 0.90; C -1.20; C -1.22; S 0.38; S 0.88; S 0.43; O -0.73; S 0.99; C -0.23; C -0.29; C -0.07; C -0.10; C -0.10; C -0.07; C -0.03; C -0.21; C -0.29; C -0.03; C -0.08; C -0.11; C -0.11; C -0.07; H 0.10; H 0.09; H 0.11; H 0.09; H 0.09; H 0.11


The following is a DFT calculation (wB97M-V/def2-TZVPD) of a cluster of 10 separate species, C36H58N6O12 in total in a non-equilibrium geometry.

Positions of all 112 atoms, in Å:
O: -8.9735 -2.3257 -1.5279
C: -8.0261 -1.6005 -1.4347
O: -8.0779 -0.3789 -0.8589
C: -6.8239 0.3055 -1.1104
C: -5.9090 -0.9103 -1.2860
O: -6.7617 -1.9583 -1.6490
H: -6.8829 0.9127 -2.0197
H: -6.5900 1.0094 -0.3170
H: -5.5241 -1.1476 -0.2894
H: -5.1532 -0.7006 -2.0405
O: 1.0639 -0.4198 4.5500
C: 1.3840 -1.5206 4.9006
O: 0.6537 -2.6433 4.6976
C: 1.4405 -3.7922 5.0681
C: 2.5706 -3.1641 5.8770
O: 2.5468 -1.7895 5.4798
H: 0.8291 -4.5587 5.5331
H: 1.8725 -4.1801 4.1437
H: 3.5096 -3.5482 5.4783
H: 2.4781 -3.2913 6.9535
O: -0.0693 3.6409 -5.9563
C: 0.5820 2.8503 -5.3536
O: 1.9203 2.9257 -5.1949
C: 2.3584 1.7121 -4.6132
C: 1.1043 0.9687 -4.1307
O: 0.0745 1.8013 -4.6605
H: 2.8587 1.0752 -5.3433
H: 3.0481 1.8995 -3.7922
H: 0.8874 0.9187 -3.0671
H: 1.2354 -0.0005 -4.6155
O: 3.4089 0.4991 -1.8775
C: 4.0374 -0.4308 -2.2644
O: 3.8392 -1.7294 -1.9562
C: 4.8556 -2.5014 -2.5562
C: 5.2475 -1.6619 -3.7898
O: 4.8945 -0.3617 -3.3079
H: 5.7454 -2.5842 -1.9255
H: 4.5001 -3.5135 -2.7340
H: 4.7423 -1.9203 -4.7183
H: 6.3293 -1.6414 -3.8950
C: -4.9323 3.5671 -1.2218
C: -3.5832 3.6629 -1.9683
C: -3.6664 4.2293 -3.3896
C: -4.7591 3.6266 -4.1795
N: -5.6292 3.1098 -4.7221
H: -5.2932 4.5314 -0.8591
H: -4.8582 2.9824 -0.2995
H: -5.7017 3.0609 -1.8025
H: -3.2707 2.6159 -2.0275
H: -2.7976 4.1099 -1.3603
H: -2.7129 4.0392 -3.8830
H: -3.8435 5.3051 -3.4240
C: -1.8634 1.0219 4.0416
C: -3.3009 1.5349 3.8333
C: -3.5124 2.0952 2.4128
C: -2.3971 2.8865 1.8900
N: -1.5011 3.4764 1.4818
H: -1.7766 0.6141 5.0555
H: -1.1150 1.8142 4.0172
H: -1.4782 0.1657 3.4936
H: -3.5151 2.2990 4.5751
H: -4.0088 0.7104 3.8948
H: -4.4037 2.7277 2.4112
H: -3.6723 1.3232 1.6573
C: 5.4328 -3.5484 3.1107
C: 4.5604 -2.3633 2.7177
C: 3.6954 -2.5966 1.4932
C: 2.4607 -3.3856 1.5902
N: 1.4457 -3.9202 1.6501
H: 4.8318 -4.4215 3.4091
H: 6.0449 -3.3439 3.9881
H: 6.0315 -3.9745 2.3013
H: 5.3162 -1.6176 2.4696
H: 3.9710 -2.1399 3.6032
H: 4.3781 -3.0481 0.7705
H: 3.2732 -1.6584 1.1189
C: 1.9594 2.9258 2.7987
C: 3.4489 3.2824 2.9810
C: 4.2350 3.1680 1.6658
C: 4.9429 1.8742 1.4225
N: 5.5920 0.9321 1.3037
H: 1.3481 3.4106 2.0375
H: 1.5056 3.2609 3.7382
H: 1.7665 1.8526 2.7359
H: 3.8858 2.7229 3.8024
H: 3.4020 4.3339 3.2671
H: 5.1675 3.7440 1.7424
H: 3.7235 3.4661 0.7559
C: -0.0793 -0.1393 1.1202
C: 0.2160 0.4289 -0.2729
C: -0.9807 1.1368 -0.9911
C: -2.2097 0.4823 -0.5893
N: -3.1490 -0.0813 -0.2582
H: -0.8425 -0.9043 1.0002
H: -0.3716 0.6099 1.8487
H: 0.8500 -0.5409 1.5261
H: 0.4127 -0.3127 -1.0601
H: 1.1322 1.0147 -0.3622
H: -0.9986 1.1520 -2.0832
H: -1.1035 2.1724 -0.6570
C: 0.0669 -3.9006 -1.7769
C: -0.6266 -3.1129 -2.8844
C: -2.0874 -2.7299 -2.5270
C: -2.5008 -1.5622 -3.2899
N: -2.7583 -0.5638 -3.7942
H: -0.4483 -4.8205 -1.5058
H: 0.0508 -3.3430 -0.8325
H: 1.1369 -3.9453 -1.9804
H: -0.5761 -3.6100 -3.8509
H: -0.1520 -2.1326 -2.9865
H: -2.2721 -2.4629 -1.4845
H: -2.7623 -3.5444 -2.8050

Summary:
E (Ha): -2637.904141
HOMO (eV): -10.391
Gap between HOMO and LUMO (eV): 10.4

Löwdin atomic charge list, values in e, 99 entries: O 0.15; C -0.58; O 0.06; C -0.10; C -0.16; O 0.07; H 0.12; H 0.12; H 0.11; H 0.11; O 0.14; C -0.58; O 0.06; C -0.10; C -0.10; O 0.05; H 0.13; H 0.09; H 0.11; H 0.13; O 0.16; C -0.56; O 0.08; C -0.13; C -0.11; O 0.05; H 0.13; H 0.11; H 0.10; H 0.13; O 0.15; C -0.56; O 0.05; C -0.12; C -0.09; O 0.05; H 0.13; H 0.13; H 0.13; H 0.13; C -0.09; C -0.24; C -0.17; C -0.23; N 0.14; H 0.08; H 0.05; H 0.05; H 0.08; H 0.10; H 0.11; H 0.12; C -0.12; C -0.21; C -0.19; C -0.23; N 0.17; H 0.07; H 0.07; H 0.05; H 0.11; H 0.11; H 0.12; H 0.08; C -0.12; C -0.24; C -0.17; C -0.21; N 0.17; H 0.07; H 0.08; H 0.07; H 0.10; H 0.09; H 0.11; H 0.11; C -0.11; C -0.23; C -0.17; C -0.22; N 0.13; H 0.06; H 0.07; H 0.06; H 0.11; H 0.10; H 0.12; H 0.12; C -0.08; C -0.21; C -0.16; C -0.25; N 0.21; H 0.07; H 0.04; H 0.06; H 0.09; H 0.10; H 0.09